# C9H14NPS

One molecule with the formula C9H14NPS (ωB97M-V/def2-TZVPD, the Open Molecules 2025 dataset).

Structure (XYZ):
```
26
Properties=species:S:1:pos:R:3:nbo_charge:R:1
C -3.731 -0.261 0.181 -0.191
C -2.903 0.837 -0.078 -0.219
C -3.188 -1.565 0.301 -0.198
C -1.566 0.573 -0.365 -0.191
C -1.811 -1.742 0.239 -0.182
C -1.057 -0.655 -0.132 -0.434
C 0.605 0.727 1.848 -0.414
C 2.639 0.756 0.325 -0.403
C 1.122 -0.417 -2.228 -0.861
N 1.199 0.379 0.548 -0.829
P 0.708 -0.971 -0.264 1.471
S 1.310 -2.771 0.279 -0.596
H -4.750 -0.190 0.088 0.206
H -3.431 1.759 -0.348 0.220
H -3.929 -2.358 0.662 0.219
H -0.885 1.495 -0.560 0.232
H -1.414 -2.688 0.283 0.241
H -0.419 0.968 1.937 0.217
H 0.869 -0.081 2.591 0.199
H 1.139 1.672 2.141 0.201
H 3.116 -0.064 -0.242 0.215
H 2.557 1.700 -0.313 0.191
H 3.178 1.005 1.176 0.207
H 1.329 0.588 -2.089 0.209
H 2.147 -0.731 -2.425 0.239
H 0.167 -0.640 -2.798 0.252
```

Its LUMO energy is 0.665 eV. The HOMO energy is -8.4 eV.



# C6H10O2

A 2-piece molecular cluster, C6H10O2 overall (ωB97M-V/def2-TZVPD, the Open Molecules 2025 dataset).

Structure (XYZ):
```
18
Properties=species:S:1:pos:R:3:nbo_charge:R:1
C 2.331 -0.657 -1.000 0.050
C -1.314 -1.367 -0.641 -0.371
C -2.111 -0.730 0.423 -0.397
C -1.053 0.087 -0.268 -0.342
C 0.567 2.054 0.399 -0.722
C 0.144 0.601 0.512 0.636
O 2.635 -1.116 0.169 -0.613
O 0.728 -0.082 1.313 -0.620
H 3.223 -0.125 -1.487 0.072
H -0.470 -1.931 -0.257 0.215
H -1.689 -1.507 -1.557 0.213
H -3.087 -0.574 0.204 0.208
H -2.176 -1.145 1.472 0.233
H -1.346 0.726 -1.075 0.221
H -0.279 2.611 0.616 0.227
H 1.117 2.348 1.252 0.240
H 0.929 2.184 -0.640 0.242
H 1.851 -1.376 0.566 0.508
```

Its LUMO energy is 0.738 eV. The HOMO energy is -8.3 eV.



# CHClF2OS2

A 2-piece molecular cluster, CHClF2OS2 overall (ωB97M-V/def2-TZVPD, the Open Molecules 2025 dataset).

Structure (XYZ):
```
8
Properties=species:S:1:pos:R:3:nbo_charge:R:1
C 0.011 -1.189 -0.335 0.389
O 0.880 0.598 -2.204 -0.772
F 0.303 -2.295 -1.031 -0.318
F 1.093 -0.922 0.413 -0.322
S -0.938 2.026 1.300 -0.092
S -0.284 0.398 -1.368 1.075
Cl -0.320 2.806 2.965 -0.099
H -0.744 -1.422 0.259 0.140
```

Its LUMO energy (spin up / spin down) is -3.678 / -3.679 eV. The HOMO energy (spin up / spin down) is -8.6 / -8.6 eV.



# C3H6F2O

One molecule with the formula C3H6F2O (ωB97M-V/def2-TZVPD, the Open Molecules 2025 dataset).

Structure (XYZ):
```
12
Properties=species:S:1:pos:R:3:nbo_charge:R:1
C -1.407 0.730 0.408 -0.257
C 0.042 -0.704 -0.579 -0.124
C 1.399 -0.327 0.041 0.540
H -1.753 0.776 1.406 0.191
H -2.179 0.950 -0.214 0.172
H -0.617 1.522 0.341 0.180
H 0.112 -1.728 -0.956 0.193
H 0.059 -0.125 -1.469 0.172
H 2.206 -1.030 -0.288 0.119
O -1.028 -0.601 0.225 -0.498
F 1.333 -0.355 1.390 -0.341
F 1.835 0.891 -0.305 -0.346
```

Its LUMO energy is 1.013 eV. The HOMO energy is -10.2 eV.



# H18O9

A 9-piece molecular cluster, H18O9 overall (ωB97M-V/def2-TZVPD, the Open Molecules 2025 dataset).

Structure (XYZ):
```
27
Properties=species:S:1:pos:R:3:nbo_charge:R:1
O -2.223 -27.529 7.172 -0.935
H -1.339 -27.842 7.363 0.464
H -2.413 -26.905 7.872 0.471
O 1.393 -24.577 6.291 -0.935
H 2.031 -25.282 6.400 0.464
H 1.307 -24.194 7.164 0.471
O -2.613 -21.744 14.968 -0.937
H -3.254 -22.126 15.568 0.467
H -1.922 -21.406 15.538 0.470
O 1.563 -16.275 14.291 -0.938
H 1.325 -15.376 14.519 0.465
H 0.970 -16.506 13.576 0.472
O 5.595 -23.598 11.533 -0.931
H 6.368 -23.973 11.955 0.465
H 4.977 -24.327 11.475 0.466
O -0.796 -26.852 14.004 -0.938
H 0.114 -26.968 14.278 0.469
H -1.129 -27.743 13.895 0.469
O 0.402 -22.748 11.143 -0.941
H -0.084 -21.990 11.468 0.471
H 0.013 -23.496 11.596 0.469
O -4.255 -24.828 10.902 -0.937
H -3.908 -25.169 11.726 0.469
H -4.992 -24.276 11.162 0.469
O -1.713 -16.735 10.919 -0.938
H -2.039 -17.314 10.230 0.471
H -2.136 -15.894 10.746 0.468
```

Its LUMO energy is 0.259 eV. The HOMO energy is -11.3 eV.



# C13H25NS3

One molecule with the formula C13H25NS3 (ωB97M-V/def2-TZVPD, the Open Molecules 2025 dataset).

Structure (XYZ):
```
42
Properties=species:S:1:pos:R:3:nbo_charge:R:1
S 0.462 -0.563 3.542 -0.108
S 0.941 -3.353 4.376 0.180
S 0.694 -4.750 2.851 0.106
C 1.323 -1.958 3.319 -0.090
N 2.316 -2.073 2.310 -0.450
C -3.081 5.460 -2.090 -0.600
C 2.296 -4.577 1.990 -0.548
C 3.138 -3.330 2.336 -0.223
C 2.701 -0.972 1.356 -0.222
C -2.423 4.122 -2.485 -0.393
C 2.441 -1.331 -0.162 -0.396
C -2.478 3.094 -1.367 -0.386
C 0.957 -1.604 -0.457 -0.396
C -1.868 1.734 -1.716 -0.389
C 0.141 -0.340 -0.364 -0.406
C -2.136 0.763 -0.568 -0.390
C -1.311 -0.515 -0.772 -0.385
H -2.537 5.962 -1.272 0.200
H -3.094 6.137 -2.952 0.207
H -4.121 5.245 -1.734 0.201
H 2.164 -4.593 0.887 0.229
H 2.897 -5.475 2.226 0.224
H 3.594 -3.439 3.304 0.212
H 3.958 -3.250 1.633 0.221
H 3.778 -0.784 1.491 0.201
H 2.223 0.000 1.574 0.248
H -2.977 3.785 -3.337 0.193
H -1.369 4.254 -2.746 0.192
H 3.010 -2.228 -0.439 0.193
H 2.825 -0.541 -0.789 0.212
H -3.529 2.922 -1.077 0.191
H -1.936 3.470 -0.489 0.193
H 0.860 -1.998 -1.472 0.199
H 0.570 -2.385 0.196 0.205
H -2.301 1.361 -2.663 0.191
H -0.810 1.826 -1.951 0.191
H 0.145 -0.048 0.650 0.209
H 0.665 0.414 -0.976 0.187
H -3.182 0.500 -0.611 0.203
H -1.851 1.226 0.390 0.202
H -1.357 -0.875 -1.803 0.191
H -1.738 -1.295 -0.143 0.201
```

Its LUMO energy is 0.045 eV. The HOMO energy is -8.1 eV.



For reference, molar mass by record: 199.26, 114.14, 166.60, 96.08, 162.14, 291.55 Da.
For reference, ΔE to the lowest compared entry with this formula, charge and spin by record: 91.9, 494.4, 333.7, 86.8, 309.9, 0.0 kJ/mol.